[1]
{
  "formula": "C6H8O2",
  "method": "ωB97M-V/def2-TZVPD",
  "smiles": "C=C=C(O)/C(C)=C/O",
  "de_lowest_ev": 2.649,
  "homo_energy_ev": -7.9,
  "orbital_gap_ev": 8.4,
  "symbols": ["C", "C", "C", "C", "C", "C", "O", "O", "H", "H", "H", "H", "H", "H", "H", "H"],
  "positions_angstrom": [[0.589, 1.007, 0.927], [-1.274, 1.326, -0.708], [-0.282, -0.967, -0.197], [-0.278, 0.484, 0.053], [0.794, -1.700, -0.042], [1.872, -2.407, 0.074], [0.717, 2.315, 1.253], [-1.458, -1.552, -0.621], [0.089, 2.844, 0.746], [-2.183, -0.937, -0.467], [1.291, 0.389, 1.464], [-0.834, 2.281, -0.997], [-2.168, 1.533, -0.114], [-1.574, 0.822, -1.625], [2.159, -2.862, 1.011], [2.540, -2.575, -0.758]]
}

=====

[2]
{
  "formula": "C40H57BrGeN8O8PbSSbSe4",
  "method": "ωB97M-V/def2-TZVPD",
  "de_lowest_ev": 0.000,
  "spin_multiplicity": 2,
  "homo_energy_ev": [-7.4, -7.4],
  "orbital_gap_ev": [5.2, 3.9],
  "symbols": ["Pb", "C", "C", "C", "C", "O", "Ge", "O", "C", "C", "C", "C", "O", "C", "C", "C", "C", "H", "H", "H", "H", "H", "H", "H", "H", "H", "H", "H", "H", "H", "H", "H", "H", "H", "H", "H", "H", "H", "H", "H", "H", "H", "H", "H", "Br", "C", "C", "C", "C", "C", "C", "N", "N", "C", "C", "C", "C", "O", "C", "N", "C", "C", "C", "C", "H", "H", "H", "H", "H", "H", "H", "H", "H", "Se", "Sb", "Se", "Se", "Se", "C", "C", "C", "C", "N", "N", "C", "H", "H", "H", "H", "H", "H", "H", "H", "C", "C", "S", "O", "O", "C", "C", "N", "C", "N", "C", "C", "N", "O", "O", "C", "H", "H", "H", "H", "H", "H", "H", "H", "H", "H", "H", "H", "H"],
  "positions_angstrom": [[-0.169, -0.036, 0.205], [1.131, 4.166, 0.448], [1.130, 3.501, 1.824], [0.042, 4.107, 2.713], [2.495, 3.739, 2.479], [0.883, 2.103, 1.623], [1.541, 0.816, 2.817], [-0.100, -0.257, 2.535], [-0.982, -0.540, 3.638], [-1.988, -1.601, 3.222], [-0.155, -1.072, 4.812], [-1.709, 0.741, 4.042], [2.204, -0.206, 1.363], [3.470, -0.878, 1.369], [4.304, -0.318, 0.223], [4.227, -0.664, 2.685], [3.238, -2.374, 1.186], [0.977, 5.245, 0.540], [0.335, 3.753, -0.177], [2.088, 3.997, -0.053], [0.341, 5.097, 3.065], [-0.122, 3.466, 3.580], [-0.906, 4.223, 2.181], [2.731, 4.805, 2.479], [3.274, 3.214, 1.919], [2.509, 3.384, 3.511], [-1.471, -2.508, 2.896], [-2.610, -1.255, 2.397], [-2.626, -1.850, 4.072], [0.458, -1.912, 4.475], [-0.810, -1.416, 5.615], [0.508, -0.303, 5.213], [-2.213, 1.173, 3.172], [-0.999, 1.478, 4.427], [-2.453, 0.541, 4.816], [4.472, 0.752, 0.383], [3.772, -0.454, -0.726], [5.272, -0.819, 0.149], [4.459, 0.393, 2.841], [5.165, -1.223, 2.666], [3.634, -1.012, 3.534], [2.804, -2.591, 0.211], [2.544, -2.731, 1.952], [4.174, -2.928, 1.277], [4.333, -5.646, 2.178], [2.813, -6.234, 1.212], [1.549, -5.847, 1.628], [0.441, -6.240, 0.896], [0.590, -7.031, -0.243], [1.860, -7.463, -0.603], [2.978, -7.050, 0.108], [-0.522, -7.555, -0.987], [-1.554, -6.872, -1.184], [-1.587, -5.463, -0.996], [-2.779, -4.969, -0.512], [-2.947, -3.641, -0.108], [-1.910, -2.719, -0.209], [-2.017, -1.485, 0.163], [-0.695, -3.198, -0.844], [0.250, -2.256, -1.060], [1.298, -2.538, -1.793], [1.488, -3.803, -2.366], [0.579, -4.790, -2.098], [-0.548, -4.525, -1.286], [1.433, -5.237, 2.515], [-0.549, -5.943, 1.218], [1.962, -8.113, -1.465], [3.968, -7.370, -0.188], [-3.585, -5.683, -0.387], [-3.884, -3.300, 0.314], [2.008, -1.735, -1.971], [2.343, -3.989, -3.003], [0.710, -5.765, -2.542], [5.465, 4.062, -0.016], [5.183, 2.849, -2.010], [2.664, 1.961, -2.242], [6.549, 1.496, -3.365], [3.152, 3.842, -3.433], [0.556, 1.410, -6.531], [0.003, 0.335, -5.650], [-0.787, -0.759, -5.912], [-0.963, -1.414, -4.664], [-0.345, -0.755, -3.701], [0.235, 0.295, -4.318], [-1.721, -2.671, -4.365], [0.177, 1.297, -7.545], [1.646, 1.367, -6.571], [0.277, 2.404, -6.172], [-1.165, -1.067, -6.876], [0.822, 0.902, -3.774], [-2.601, -2.759, -5.003], [-2.037, -2.688, -3.320], [-1.096, -3.551, -4.532], [-3.942, 1.529, -8.003], [-3.430, 1.742, -6.578], [-3.621, 3.454, -6.149], [-2.776, 4.235, -7.017], [-5.033, 3.738, -6.059], [-2.938, 3.549, -4.506], [-3.985, 3.263, -3.425], [-3.318, 2.881, -2.179], [-2.887, 1.627, -1.914], [-2.211, 1.576, -0.779], [-2.227, 2.834, -0.257], [-2.882, 3.656, -1.118], [-3.107, 5.060, -0.968], [-2.740, 5.559, 0.076], [-3.630, 5.667, -1.891], [-3.210, 0.441, -2.750], [-3.846, 0.480, -8.278], [-3.369, 2.131, -8.707], [-4.990, 1.818, -8.082], [-2.368, 1.509, -6.482], [-4.008, 1.169, -5.849], [-2.533, 4.558, -4.422], [-2.117, 2.826, -4.468], [-4.648, 2.453, -3.716], [-4.591, 4.141, -3.254], [-1.750, 3.080, 0.679], [-2.919, 0.575, -3.793], [-4.283, 0.236, -2.711], [-2.673, -0.413, -2.345]]
}

=====

[3]
{
  "formula": "C11H24N2O3P",
  "method": "ωB97M-V/def2-TZVPD",
  "charge": 1,
  "homo_energy_ev": -13.3,
  "orbital_gap_ev": 10.3,
  "symbols": ["C", "C", "P", "C", "C", "N", "N", "C", "C", "C", "H", "H", "H", "H", "H", "H", "H", "H", "H", "H", "H", "H", "H", "H", "H", "H", "H", "H", "C", "C", "C", "O", "C", "O", "O", "H", "H", "H", "H", "H", "H"],
  "positions_angstrom": [[-2.008, 1.724, 3.532], [-1.247, 0.790, 2.576], [-0.807, 1.775, 1.092], [-1.964, 1.060, -0.138], [-1.700, 1.548, -1.569], [0.683, 0.810, 0.414], [1.457, -0.017, 1.325], [2.221, 0.598, 2.143], [2.423, 2.074, 2.269], [2.993, -0.287, 3.075], [-2.818, 2.253, 3.023], [-2.455, 1.145, 4.339], [-1.349, 2.480, 3.959], [-1.881, -0.047, 2.274], [-0.371, 0.361, 3.057], [-1.921, -0.033, -0.075], [-2.964, 1.357, 0.191], [-0.836, 1.050, -2.020], [-1.525, 2.625, -1.603], [-2.554, 1.332, -2.211], [0.323, 0.148, -0.272], [1.278, 1.465, -0.099], [1.958, 2.680, 1.493], [2.030, 2.403, 3.236], [3.496, 2.276, 2.288], [3.488, 0.296, 3.849], [2.330, -1.022, 3.533], [3.744, -0.843, 2.512], [0.327, -2.811, -1.715], [-0.125, -2.847, -3.148], [0.570, -1.885, -4.096], [-0.466, -1.553, -5.019], [-1.659, -1.709, -4.393], [-2.700, -1.314, -4.794], [-1.482, -2.377, -3.222], [-0.270, -3.480, -1.099], [1.376, -3.096, -1.623], [0.202, -1.796, -1.326], [-0.093, -3.862, -3.552], [1.417, -2.305, -4.629], [0.878, -0.969, -3.578]]
}

=====

[4]
{
  "formula": "C9H21ClI2N2OPSZr",
  "method": "ωB97M-V/def2-TZVPD",
  "de_lowest_ev": 2.964,
  "charge": 3,
  "homo_energy_ev": [-16.1, -16.1],
  "orbital_gap_ev": [3.3, 3.2],
  "symbols": ["I", "I", "Zr", "P", "C", "C", "H", "H", "H", "C", "H", "H", "H", "H", "H", "H", "C", "O", "Cl", "C", "N", "C", "C", "S", "N", "C", "C", "H", "H", "H", "H", "H", "H", "H", "H", "H", "H", "H", "H"],
  "positions_angstrom": [[6.107, 1.113, -3.029], [6.102, -1.587, -3.049], [-0.247, -0.026, -1.227], [-0.884, 0.027, -3.630], [0.434, 0.045, -4.811], [-1.909, -1.430, -3.813], [-2.707, 1.485, -3.007], [-2.330, 1.388, -4.779], [-1.305, 2.386, -3.672], [-1.918, 1.480, -3.773], [-2.694, -1.465, -3.045], [-2.326, -1.311, -4.814], [-0.109, 0.055, -5.758], [1.051, -0.853, -4.679], [-1.289, -2.335, -3.742], [1.043, 0.946, -4.656], [1.968, 0.016, -1.827], [3.090, 0.024, -2.132], [-2.632, -0.036, -0.697], [2.447, -0.183, 2.160], [1.314, -0.099, 3.120], [1.607, -0.115, 4.526], [0.025, 0.000, 2.654], [0.080, 0.011, 0.987], [-1.202, 0.096, 3.269], [-1.463, 0.140, 4.695], [-2.472, 0.172, 2.491], [3.368, -0.249, 2.736], [2.559, 0.702, 1.507], [2.430, -1.079, 1.512], [1.266, 0.837, 4.937], [1.115, -0.993, 4.947], [2.684, -0.203, 4.614], [-1.995, 1.076, 4.892], [-2.121, -0.704, 4.923], [-0.540, 0.085, 5.254], [-2.544, 1.051, 1.834], [-2.683, -0.731, 1.900], [-3.322, 0.263, 3.181]]
}

=====

[5]
{
  "formula": "C6H31BO15",
  "method": "ωB97M-V/def2-TZVPD",
  "smiles": "C=C[C@H]1C[C@H](B(O)O)C(=O)O1.O.O.O.O.O.O.O.O.O.O.O",
  "homo_energy_ev": -7.8,
  "orbital_gap_ev": 6.9,
  "symbols": ["C", "C", "C", "C", "C", "B", "O", "O", "C", "O", "O", "H", "H", "H", "H", "H", "H", "H", "H", "H", "O", "H", "H", "O", "H", "H", "O", "H", "H", "O", "H", "H", "O", "H", "H", "O", "H", "H", "O", "H", "H", "O", "H", "H", "O", "H", "H", "O", "H", "H", "O", "H", "H"],
  "positions_angstrom": [[-1.986, -2.674, 3.253], [-0.608, -2.967, 2.776], [0.398, -1.853, 2.043], [0.824, -2.248, 0.474], [1.129, -0.697, -0.075], [2.218, 0.210, 0.795], [3.336, -0.333, 1.593], [2.032, 1.694, 0.812], [-0.313, -0.057, 0.455], [-1.253, 0.628, -0.202], [-0.280, -0.524, 1.881], [-2.966, -3.012, 2.660], [-2.207, -2.139, 4.295], [-0.176, -4.053, 2.965], [1.315, -1.881, 2.807], [-0.086, -2.542, -0.241], [1.670, -3.045, 0.319], [1.426, -0.560, -1.198], [3.185, 0.028, 2.536], [1.892, 1.889, 1.804], [1.386, 2.130, 4.181], [0.590, 2.573, 4.513], [1.596, 1.480, 4.868], [1.526, 4.042, -1.085], [0.731, 4.484, -0.753], [1.736, 3.392, -0.398], [-2.333, -0.594, -2.722], [-1.744, -0.169, -3.363], [-1.849, -0.537, -1.885], [0.415, 1.567, -3.035], [1.149, 2.111, -3.358], [0.116, 2.027, -2.237], [-5.001, -2.341, -2.115], [-4.890, -2.844, -2.936], [-4.278, -1.696, -2.136], [0.219, 6.710, -2.248], [0.978, 6.108, -2.205], [0.612, 7.566, -2.475], [-4.841, -3.982, -4.526], [-4.222, -4.596, -4.949], [-5.583, -3.933, -5.148], [2.152, -0.055, 6.062], [2.486, -0.941, 5.856], [2.842, 0.330, 6.624], [3.363, -2.101, -1.712], [3.953, -1.676, -2.353], [3.848, -2.044, -0.875], [0.042, -2.545, -3.676], [-0.754, -2.102, -3.345], [0.251, -3.195, -2.989], [-1.008, 5.054, 0.028], [-1.775, 5.642, 0.099], [-1.264, 4.271, 0.539]]
}